Entry 1:
Computed, not measured: a structure of composition C33H37BrIN3O8PSTi, with ωB97M-V with the def2-TZVPD basis set.

CARTESIAN COORDINATES (ANGSTROEM)
Ti  0.862  -1.444  -0.043
O  1.763  0.288  1.280
S  1.565  -0.507  2.502
O  2.742  -0.752  3.292
N  0.872  -1.786  1.908
C  -0.068  -2.698  2.463
C  -0.189  -3.026  3.807
C  -1.151  -3.959  4.188
C  -1.967  -4.555  3.240
C  -1.862  -4.232  1.870
C  -2.683  -4.797  0.849
C  -2.493  -4.363  -0.473
C  -1.546  -3.422  -0.776
N  -0.716  -2.848  0.160
C  -0.890  -3.275  1.479
C  0.410  0.330  3.526
C  -0.845  0.587  2.997
C  -1.782  1.231  3.788
C  -1.456  1.610  5.082
C  -0.198  1.343  5.599
C  0.750  0.685  4.818
H  0.468  -2.564  4.539
H  -1.255  -4.224  5.236
H  -2.717  -5.281  3.544
H  -3.433  -5.538  1.104
H  -3.092  -4.767  -1.282
H  -1.427  -3.091  -1.795
H  -1.071  0.291  1.977
H  -2.771  1.434  3.395
H  -2.192  2.118  5.694
H  0.047  1.639  6.613
H  1.740  0.448  5.189
O  4.846  0.368  -0.351
C  4.407  -0.718  -0.095
C  5.138  -1.779  0.726
C  4.129  -2.919  0.834
C  3.025  -2.432  -0.058
O  1.951  -3.083  -0.320
N  3.169  -1.230  -0.551
H  5.417  -1.349  1.683
H  6.048  -2.055  0.195
H  3.727  -3.025  1.840
H  4.482  -3.892  0.500
Br  0.145  -3.117  -6.086
C  0.389  -1.254  -5.804
C  0.228  -0.426  -6.910
C  0.397  0.942  -6.781
C  0.732  1.481  -5.554
C  0.893  0.658  -4.445
C  0.721  -0.712  -4.574
I  0.917  -1.907  -2.902
H  -0.030  -0.865  -7.866
H  0.267  1.582  -7.647
H  0.874  2.552  -5.448
H  1.151  1.063  -3.475
C  0.534  3.808  1.883
C  0.675  3.440  0.418
C  0.062  4.510  -0.468
C  2.144  3.229  0.063
O  -0.110  2.221  0.296
P  -0.040  1.136  -0.850
O  1.254  1.005  -1.553
O  -0.590  -0.162  -0.227
O  -1.100  1.591  -1.951
C  -2.553  1.602  -1.894
C  -2.998  0.460  -2.791
C  -2.992  2.936  -2.463
C  -3.113  1.421  -0.484
H  1.005  4.778  2.070
H  1.018  3.052  2.510
H  -0.522  3.863  2.162
H  0.677  5.412  -0.435
H  -0.948  4.762  -0.129
H  0.008  4.161  -1.501
H  2.709  4.075  0.462
H  2.299  3.169  -1.017
H  2.532  2.301  0.494
H  -2.535  0.563  -3.778
H  -4.088  0.458  -2.904
H  -2.684  -0.496  -2.360
H  -2.552  3.083  -3.455
H  -2.672  3.754  -1.816
H  -4.083  2.965  -2.552
H  -2.880  0.430  -0.090
H  -4.198  1.541  -0.521
H  -2.699  2.169  0.201

**Spin multiplicity**: 3
**Expectation value of S²**: 2.025
**Charge**: -1
**Gap between HOMO and LUMO (alpha / beta)**: 0.1649 / 0.2619 Ha

Entry 2:
Computed, not measured: a structure of composition C33H37ClEuO2Si2, with ωB97M-V with the def2-TZVPD basis set.

CARTESIAN COORDINATES (ANGSTROEM)
C  0.998  -1.690  -0.115
C  1.711  -1.056  -1.172
C  2.326  0.117  -0.646
H  1.815  -1.428  -2.191
C  1.953  0.226  0.737
C  1.140  -0.900  1.063
H  0.739  -1.136  2.049
H  0.457  -2.633  -0.186
H  3.046  0.751  -1.159
H  2.304  0.988  1.427
Eu  -0.200  0.893  -0.617
Si  0.250  4.269  -0.933
C  0.165  3.694  -2.722
C  -0.567  4.377  -3.734
H  -1.169  5.248  -3.438
C  -0.490  4.025  -5.090
H  -0.968  4.654  -5.847
C  0.216  2.876  -5.458
H  0.265  2.597  -6.518
C  0.905  2.149  -4.480
H  1.468  1.252  -4.756
C  0.907  2.563  -3.141
H  1.536  2.037  -2.397
C  1.973  4.086  -0.195
C  3.157  4.230  -0.936
H  3.071  4.424  -2.009
C  4.411  4.113  -0.325
H  5.312  4.176  -0.936
C  4.523  3.886  1.045
H  5.501  3.828  1.522
C  3.362  3.714  1.802
H  3.450  3.475  2.868
C  2.110  3.811  1.183
H  1.197  3.655  1.765
H  -0.782  3.469  0.031
Si  -0.157  7.825  -1.649
C  1.421  8.121  -0.752
C  2.383  8.826  -1.496
H  2.174  9.074  -2.538
C  3.591  9.222  -0.922
H  4.298  9.820  -1.505
C  3.865  8.879  0.403
H  4.820  9.166  0.843
C  2.901  8.203  1.160
H  3.093  8.010  2.218
C  1.693  7.797  0.585
H  0.959  7.238  1.170
C  0.228  7.628  -3.464
C  1.153  6.810  -4.146
H  1.710  6.043  -3.605
C  1.342  6.939  -5.530
H  2.050  6.284  -6.055
C  0.641  7.915  -6.246
H  0.807  8.026  -7.319
C  -0.253  8.756  -5.576
H  -0.755  9.569  -6.107
C  -0.492  8.571  -4.212
H  -1.220  9.192  -3.681
H  -1.100  8.945  -1.303
Cl  -1.274  6.211  -0.907
C  -2.258  0.967  2.540
O  -2.044  0.549  1.143
C  -3.227  0.710  0.337
C  -3.037  0.245  -1.115
O  -1.907  -0.664  -1.322
C  -2.114  -2.042  -0.926
H  -3.224  1.506  2.673
H  -2.220  0.099  3.239
H  -1.429  1.622  2.850
H  -4.033  0.084  0.740
H  -3.553  1.769  0.355
H  -3.952  -0.290  -1.439
H  -2.867  1.093  -1.820
H  -1.491  -2.661  -1.572
H  -1.758  -2.170  0.102
H  -3.187  -2.277  -0.991

**Spin multiplicity**: 7
**Expectation value of S²**: 12.020
**Charge**: +1
**Gap between HOMO and LUMO (alpha / beta)**: 0.2188 / 0.2238 Ha

Entry 3:
Computed, not measured: a structure of composition C33H37N2O3PRhSi, with ωB97M-V with the def2-TZVPD basis set.

CARTESIAN COORDINATES (ANGSTROEM)
Rh  -1.574  0.312  -0.565
N  -0.665  -2.012  0.201
C  -1.741  -2.600  0.995
C  -3.120  -2.243  0.430
O  -3.961  -3.148  0.308
N  -3.260  -0.940  0.166
C  -4.568  -0.508  -0.256
C  -4.508  0.304  -1.579
O  -5.545  0.391  -2.240
O  -3.391  0.864  -1.849
H  -0.493  -2.552  -0.636
H  0.197  -1.969  0.726
H  -1.693  -2.180  2.003
H  -1.679  -3.690  1.062
H  -4.995  0.187  0.480
H  -5.249  -1.346  -0.389
C  2.607  -1.502  1.481
C  1.603  -1.166  2.557
C  1.624  -1.940  3.717
C  0.699  -1.769  4.731
C  -0.303  -0.820  4.582
C  -0.332  -0.038  3.445
C  0.645  -0.146  2.441
P  0.288  0.880  0.961
C  1.873  1.408  0.158
C  1.767  1.468  -1.234
C  2.801  1.927  -2.031
C  3.988  2.321  -1.437
C  4.107  2.270  -0.058
C  3.067  1.836  0.762
C  3.312  1.886  2.248
C  -0.282  2.463  1.669
C  0.144  3.043  2.859
C  -0.470  4.188  3.341
C  -1.549  4.729  2.648
C  -1.965  4.167  1.457
C  -1.302  3.062  0.905
C  -1.639  2.533  -0.410
H  3.611  -1.573  1.905
H  2.621  -0.774  0.677
H  2.374  -2.478  1.045
H  2.380  -2.713  3.802
H  0.745  -2.391  5.616
H  -1.068  -0.703  5.338
H  -1.130  0.681  3.312
H  0.836  1.135  -1.685
H  2.683  1.980  -3.106
H  4.825  2.654  -2.039
H  5.032  2.599  0.404
H  4.336  1.579  2.467
H  2.632  1.251  2.806
H  3.194  2.913  2.601
H  0.918  2.578  3.454
H  -0.130  4.640  4.264
H  -2.063  5.594  3.049
H  -2.795  4.599  0.910
H  -0.827  2.625  -1.136
H  -2.565  2.915  -0.826
C  -2.718  -1.659  -3.307
Si  -1.216  -0.603  -2.806
C  -0.957  0.552  -4.309
C  0.272  -1.817  -2.901
C  0.050  -3.195  -2.785
C  1.099  -4.104  -2.793
C  2.407  -3.656  -2.909
C  2.653  -2.293  -3.018
C  1.597  -1.393  -3.015
H  -2.484  -2.286  -4.172
H  -3.539  -0.992  -3.570
H  -3.078  -2.300  -2.497
H  -0.997  -0.060  -5.214
H  -0.005  1.088  -4.304
H  -1.763  1.287  -4.346
H  -0.969  -3.560  -2.705
H  0.894  -5.165  -2.710
H  3.229  -4.361  -2.930
H  3.671  -1.930  -3.102
H  1.808  -0.335  -3.112

**Charge**: -1
**Gap between HOMO and LUMO (alpha / beta)**: 0.2255 / 0.2253 Ha

Entry 4:
Computed, not measured: a structure of composition C33H38AuN2O5P, with ωB97M-V with the def2-TZVPD basis set.

CARTESIAN COORDINATES (ANGSTROEM)
Au  -0.601  -0.886  -1.323
C  4.698  2.951  -1.835
O  3.332  2.855  -1.500
C  2.472  2.439  -2.468
C  2.807  2.361  -3.811
C  1.848  2.059  -4.771
C  0.544  1.821  -4.385
C  0.212  1.865  -3.040
C  1.157  2.149  -2.058
N  0.754  2.249  -0.721
C  1.368  1.576  0.437
C  2.527  0.645  0.139
C  3.713  0.917  0.817
C  4.839  0.132  0.692
C  4.797  -0.950  -0.177
C  3.647  -1.228  -0.879
C  2.458  -0.480  -0.729
O  1.431  -0.918  -1.448
H  5.210  3.255  -0.925
H  4.869  3.705  -2.611
H  5.095  1.986  -2.161
H  3.822  2.549  -4.133
H  2.129  2.036  -5.815
H  -0.213  1.586  -5.122
H  -0.807  1.659  -2.726
H  -0.250  2.198  -0.638
H  1.750  2.366  1.097
H  3.739  1.782  1.470
H  5.734  0.359  1.256
H  5.669  -1.579  -0.309
H  3.608  -2.064  -1.567
C  -4.269  -0.545  -4.579
C  -3.171  -1.480  -4.104
O  -3.394  -1.889  -2.746
P  -2.803  -1.110  -1.490
O  -3.507  -1.921  -0.319
C  -2.990  -3.214  0.054
C  -4.157  -4.080  0.485
O  -3.669  0.222  -1.535
C  -3.347  1.374  -0.734
C  -4.568  1.775  0.067
H  -4.205  -0.415  -5.659
H  -4.179  0.426  -4.096
H  -5.240  -0.969  -4.324
H  -2.187  -1.009  -4.195
H  -3.169  -2.403  -4.682
H  -2.291  -3.076  0.877
H  -2.457  -3.660  -0.789
H  -4.815  -3.493  1.125
H  -3.802  -4.942  1.049
H  -4.721  -4.425  -0.380
H  -3.061  2.176  -1.420
H  -2.503  1.145  -0.080
H  -5.383  2.046  -0.603
H  -4.331  2.628  0.704
H  -4.894  0.941  0.689
N  0.260  0.969  1.190
C  0.420  0.251  2.232
C  -0.793  -0.124  3.013
C  -0.884  -1.346  3.682
C  -1.990  -1.639  4.464
C  -3.018  -0.717  4.598
C  -2.936  0.501  3.939
C  -1.833  0.793  3.154
C  1.693  -0.256  2.831
C  2.180  -1.507  2.461
C  3.306  -2.026  3.076
C  3.947  -1.309  4.076
C  3.456  -0.071  4.458
C  2.327  0.452  3.844
H  -0.079  -2.063  3.598
H  -2.043  -2.591  4.977
H  -3.874  -0.940  5.222
H  -3.726  1.233  4.049
H  -1.738  1.754  2.668
H  1.690  -2.053  1.664
H  3.680  -2.995  2.774
H  4.823  -1.718  4.562
H  3.948  0.489  5.243
H  1.939  1.416  4.151

**Gap between HOMO and LUMO**: 0.2872 Ha

Entry 5:
Computed, not measured: a structure of composition C33H38Ge2N3O2PdS2, with ωB97M-V with the def2-TZVPD basis set.

CARTESIAN COORDINATES (ANGSTROEM)
Pd  -0.453  -0.557  -0.136
C  3.604  -1.068  1.931
C  2.549  -1.690  1.010
Ge  1.957  -0.453  -0.409
C  2.764  -1.021  -2.109
C  4.244  -0.634  -2.182
C  2.600  1.361  -0.116
C  1.753  2.395  -0.069
Ge  -0.146  1.879  -0.167
C  -1.203  2.544  1.349
C  -1.293  4.069  1.472
C  -1.067  2.135  -1.895
C  -0.728  3.372  -2.730
C  2.213  3.807  0.051
C  3.467  4.113  0.589
C  3.917  5.421  0.649
C  3.122  6.458  0.175
C  1.868  6.175  -0.341
C  1.421  4.862  -0.393
H  3.888  -1.748  2.737
H  3.248  -0.138  2.384
H  4.513  -0.817  1.384
H  1.673  -2.008  1.579
H  2.941  -2.588  0.526
H  2.208  -0.570  -2.934
H  2.653  -2.105  -2.207
H  4.373  0.449  -2.184
H  4.706  -1.018  -3.093
H  4.812  -1.035  -1.338
H  3.675  1.543  -0.114
H  -0.772  2.117  2.257
H  -2.203  2.120  1.230
H  -0.314  4.523  1.621
H  -1.918  4.345  2.324
H  -1.738  4.522  0.584
H  -2.138  2.098  -1.674
H  -0.837  1.234  -2.469
H  -1.068  4.292  -2.255
H  -1.215  3.318  -3.705
H  0.346  3.463  -2.903
H  4.088  3.320  0.985
H  4.890  5.635  1.071
H  3.477  7.479  0.217
H  1.235  6.974  -0.704
H  0.438  4.657  -0.797
N  -4.316  -0.513  1.726
C  -4.857  -0.548  0.447
C  -6.170  -0.573  -0.011
C  -6.340  -0.617  -1.379
C  -5.243  -0.636  -2.260
C  -3.945  -0.611  -1.795
C  -3.762  -0.570  -0.415
N  -2.593  -0.543  0.341
C  -2.971  -0.508  1.595
C  -1.992  -0.470  2.676
C  -2.193  -0.312  4.009
S  -0.695  -0.290  4.818
C  0.111  -0.496  3.330
N  -0.673  -0.577  2.295
H  -4.830  -0.480  2.590
H  -7.015  -0.555  0.664
H  -7.342  -0.637  -1.786
H  -5.427  -0.668  -3.325
H  -3.099  -0.620  -2.470
H  -3.121  -0.199  4.546
H  1.189  -0.550  3.269
O  0.840  -8.498  -0.224
C  0.631  -7.415  0.546
O  0.639  -7.504  1.738
C  0.363  -6.104  -0.147
C  -0.234  -5.104  0.620
C  -0.471  -3.859  0.082
C  -0.110  -3.589  -1.247
S  -0.309  -2.027  -1.979
C  0.469  -4.601  -2.024
C  0.712  -5.845  -1.469
H  0.696  -8.306  -1.156
H  -0.494  -5.329  1.646
H  -0.938  -3.087  0.680
H  0.745  -4.395  -3.050
H  1.198  -6.594  -2.082

**Spin multiplicity**: 3
**Expectation value of S²**: 2.029
**Charge**: +1
**Gap between HOMO and LUMO (alpha / beta)**: 0.2665 / 0.1945 Ha

Entry 6:
Computed, not measured: a structure of composition C33H39BCl2N2S4V, with ωB97M-V with the def2-TZVPD basis set.

CARTESIAN COORDINATES (ANGSTROEM)
V  -1.803  -0.316  1.430
Cl  -1.277  1.835  2.083
C  -2.455  2.945  1.451
C  -2.242  4.304  1.536
C  -3.202  5.135  0.988
C  -4.337  4.604  0.390
C  -4.528  3.234  0.335
Cl  -5.942  2.588  -0.403
C  -3.572  2.368  0.870
S  -3.772  0.630  0.841
H  -1.350  4.697  2.007
H  -3.064  6.207  1.018
H  -5.086  5.258  -0.038
S  -2.063  -4.010  3.341
C  -1.897  -2.537  2.718
S  -2.546  -2.258  1.049
S  -1.223  -1.132  3.462
C  2.274  3.168  2.803
C  2.376  2.426  1.463
C  3.816  2.549  0.943
C  1.411  2.930  0.398
C  1.347  4.292  0.123
C  0.549  4.781  -0.898
C  -0.165  3.909  -1.699
C  -0.103  2.532  -1.497
C  -0.733  1.608  -2.529
C  -2.264  1.647  -2.497
C  -0.227  1.951  -3.937
C  0.646  2.064  -0.405
N  0.778  0.637  -0.219
B  -0.085  -0.423  0.295
N  0.670  -1.635  -0.006
C  1.848  -1.278  -0.621
C  1.909  0.065  -0.754
C  0.427  -3.047  0.125
C  1.066  -3.755  1.151
C  0.870  -5.131  1.205
C  0.064  -5.775  0.281
C  -0.529  -5.059  -0.747
C  -0.346  -3.686  -0.860
C  -0.846  -2.951  -2.098
C  0.054  -3.327  -3.285
C  -2.314  -3.224  -2.443
C  2.018  -3.083  2.130
C  3.470  -3.395  1.735
C  1.792  -3.507  3.584
H  3.071  2.828  3.468
H  1.328  2.994  3.311
H  2.396  4.245  2.671
H  2.175  1.369  1.640
H  4.100  3.601  0.854
H  3.934  2.085  -0.038
H  4.511  2.069  1.635
H  1.949  4.981  0.707
H  0.519  5.847  -1.097
H  -0.744  4.300  -2.529
H  -0.417  0.587  -2.315
H  -2.631  2.676  -2.489
H  -2.647  1.137  -1.617
H  -2.674  1.144  -3.377
H  -0.660  2.887  -4.299
H  -0.515  1.161  -4.634
H  0.860  2.048  -3.957
H  2.562  -2.020  -0.941
H  2.682  0.666  -1.208
H  1.359  -5.711  1.980
H  -0.083  -6.846  0.348
H  -1.119  -5.583  -1.491
H  -0.746  -1.879  -1.932
H  -0.095  -4.375  -3.559
H  1.109  -3.189  -3.041
H  -0.182  -2.711  -4.156
H  -2.533  -4.292  -2.487
H  -2.546  -2.798  -3.421
H  -2.994  -2.771  -1.719
H  1.869  -2.005  2.071
H  3.672  -4.462  1.861
H  4.164  -2.840  2.369
H  3.676  -3.137  0.695
H  1.977  -4.575  3.722
H  0.778  -3.297  3.923
H  2.485  -2.968  4.234

**Charge**: +1
**Gap between HOMO and LUMO**: 0.2140 Ha